The following is a quantum chemistry calculation of a structure of composition C16H12ClKN2O5S3, from the OMol25 dataset.

Computed properties:
Relative energy (zero: lowest compared OMol25 entry of this formula, charge and spin) = 3.8 kcal per mole
HOMO = -1.07 eV
LUMO = 3.81 eV
Frontier orbital gap = 4.8783 eV
DFT total energy = -3357.1915 Ha
Charge = -2

CARTESIAN COORDINATES (ANGSTROEM)
K1 0.3847 1.1543 0.5347
S1 2.8598 -0.5122 1.3465
C1 3.0216 0.4288 2.8016
C2 4.2953 0.9177 3.1401
C3 4.5660 1.6574 4.2820
C4 5.9032 2.0994 4.5510
N1 6.9814 2.4454 4.7674
C5 3.5096 1.9510 5.1604
C6 2.2382 1.4883 4.8481
C7 1.9380 0.7335 3.7032
S2 0.2926 0.2062 3.4754
C8 3.7156 2.7031 6.3628
N2 3.8622 3.3110 7.3317
H1 5.1094 0.6905 2.4640
H2 1.4259 1.7118 5.5277
C9 -2.1431 4.9504 2.9962
C10 -2.5386 3.8003 2.1102
C11 -3.0248 4.0189 0.8249
C12 -3.2907 2.9573 -0.0233
C13 -3.1120 1.6631 0.4406
C14 -2.6390 1.4172 1.7203
C15 -2.3413 2.4922 2.5439
S3 -3.3843 0.3079 -0.6906
C16 -5.1976 0.3399 -0.5790
O1 -2.9626 -0.9399 0.0038
H3 -2.3510 5.9068 2.5165
H4 -1.0752 4.9036 3.2153
H5 -2.6753 4.9160 3.9492
H6 -3.1130 5.0307 0.4481
H7 -3.5649 3.1426 -1.0550
H8 -2.4537 0.4018 2.0497
H9 -1.8952 2.2919 3.5111
H10 -5.4537 0.1545 0.4639
H11 -5.5847 -0.4489 -1.2216
H12 -5.5529 1.3167 -0.9035
O2 -0.0668 3.7262 -0.1060
Cl1 -0.2410 3.6078 -1.5442
O3 -1.2933 4.4966 -1.9797
O4 0.9866 3.9303 -2.2175
O5 -0.6187 2.2314 -1.8366

Atoms 1-2, force components in eV/Å:
K 0.119 -0.237 0.162
S 0.045 0.066 0.017